# 1
Formula: C6H7O2PS
Source: OMol25
Level of theory: ωB97M-V/def2-TZVPD

Positions of all 17 atoms, in Å:
C (2.99561, -1.99492, -1.35726)
C (2.13651, -1.38491, -0.75483)
C (0.91978, -1.07772, -0.01979)
C (0.83556, -0.59700, 1.21460)
C (-0.54993, -0.25963, 1.62628)
P (-1.51896, -0.54188, 0.06086)
O (-2.53889, -1.51170, 0.27175)
S (-2.41317, 1.09398, -0.90837)
C (-1.05643, 2.36332, -0.86571)
O (-0.20372, -1.16196, -0.78165)
H (3.75955, -2.51743, -1.74680)
H (1.71598, -0.26282, 1.64343)
H (-0.89536, -0.91369, 2.33756)
H (-0.62030, 0.76959, 1.96879)
H (-0.70799, 2.49752, -1.87654)
H (-0.31980, 2.23023, -0.10935)
H (-1.53844, 3.26902, -0.70297)

Computed properties:
Kohn-Sham gap   9.6 eV
SMILES string   C#CC1=CC[P@@](=O)(SC)O1
Largest force on an atom   0.0838 Eh/bohr
Energy   -30552.9908 eV
Relative energy (zero: lowest compared OMol25 entry of this formula, charge and spin)   298.0 kJ/mol

# 2
Formula: C6H7PS
Source: OMol25
Level of theory: ωB97M-V/def2-TZVPD

Positions of all 15 atoms, in Å:
C (1.73923, -0.25594, 1.00285)
C (0.85799, -1.20845, 0.51969)
C (2.20686, 1.02171, 0.60569)
C (1.60799, 2.07145, -0.15382)
C (-0.33571, -0.87856, 0.00237)
C (-3.14995, -0.78593, -0.87069)
P (0.08527, 2.17722, -0.92851)
S (-1.56797, -1.80668, -0.62280)
H (2.34806, -0.77547, 1.69191)
H (1.07638, -2.17131, 0.85525)
H (3.15930, 1.32908, 0.89170)
H (2.16243, 3.06570, -0.25251)
H (-3.88251, -1.45426, -1.24574)
H (-2.85886, 0.02092, -1.68538)
H (-3.44852, -0.34948, 0.18999)

Computed properties:
Kohn-Sham gap (spin up / spin down)   6.8 / 6.5 eV
Largest force on an atom   0.0794 Eh/bohr
Energy   -26453.3431 eV
Relative energy (zero: lowest compared OMol25 entry of this formula, charge and spin)   536.3 kJ/mol

# 3
Formula: C6H8
Source: OMol25
Level of theory: ωB97M-V/def2-TZVPD

Positions of all 14 atoms, in Å:
C (-1.36658, -0.79154, -0.08293)
C (2.97227, 0.40227, -0.39979)
C (-0.50014, -1.65475, -0.46297)
C (2.23134, -0.33006, 0.46512)
C (-2.70592, -0.05868, -0.20924)
C (-1.60877, 0.67313, 0.30449)
H (3.96871, 0.77723, -0.58375)
H (2.45826, 0.58985, -1.25251)
H (1.32309, -0.83060, 0.43123)
H (2.43668, -0.61178, 1.42300)
H (-2.95986, -0.02122, -1.23504)
H (-3.43508, -0.57145, 0.56781)
H (-1.65301, 1.04013, 1.41584)
H (-1.16098, 1.38745, -0.38123)

Computed properties:
Kohn-Sham gap   9.6 eV
Largest force on an atom   0.0872 Eh/bohr
Energy   -6344.1469 eV
Relative energy (zero: lowest compared OMol25 entry of this formula, charge and spin)   640.4 kJ/mol

# 4
Formula: C6H8
Source: OMol25
Level of theory: ωB97M-V/def2-TZVPD

Positions of all 14 atoms, in Å:
C (1.83466, -1.33517, -0.44035)
C (1.02195, -0.46611, 0.13241)
C (0.85990, 0.74348, 0.97714)
C (-0.24079, 0.22405, 0.08539)
C (-1.69077, -0.02521, 0.28242)
C (-1.18479, 0.61873, -0.99068)
H (2.88200, -1.41753, -0.16305)
H (1.47429, -1.98665, -1.23292)
H (0.68532, 0.59600, 2.04347)
H (1.42551, 1.64130, 0.73356)
H (-2.18677, 0.63767, 0.98810)
H (-2.08175, -1.03802, 0.25555)
H (-1.16254, -0.01013, -1.87847)
H (-1.41220, 1.66336, -1.18219)

Computed properties:
Kohn-Sham gap   10.4 eV
SMILES string   C=C1CC12CC2
Largest force on an atom   0.0043 Eh/bohr
Energy   -6348.5924 eV
Relative energy (zero: lowest compared OMol25 entry of this formula, charge and spin)   211.4 kJ/mol

# 5
Formula: C6H8
Source: OMol25
Level of theory: ωB97M-V/def2-TZVPD

Positions of all 14 atoms, in Å:
C (-2.58183, -0.65297, 0.24559)
C (-1.37690, -0.48751, 0.72165)
C (-0.17538, -0.22982, 1.16784)
C (1.05053, -0.20534, 0.31526)
C (1.49375, 1.08737, -0.32425)
C (0.95732, -0.03075, -1.17060)
H (-3.07161, -1.62194, 0.18879)
H (-3.13440, 0.21349, -0.10862)
H (-0.05400, 0.01166, 2.22416)
H (1.85359, -0.84651, 0.67420)
H (2.55870, 1.30033, -0.35693)
H (0.85996, 1.95879, -0.18356)
H (-0.03226, 0.09211, -1.60281)
H (1.65252, -0.58891, -1.79072)

Computed properties:
Kohn-Sham gap   10.4 eV
SMILES string   C=C=CC1CC1
Largest force on an atom   0.0041 Eh/bohr
Energy   -6349.1258 eV
Relative energy (zero: lowest compared OMol25 entry of this formula, charge and spin)   160.0 kJ/mol

# 6
Formula: C6H8
Source: OMol25
Level of theory: ωB97M-V/def2-TZVPD

Positions of all 14 atoms, in Å:
C (-1.29234, 1.07915, -1.87626)
C (-0.21817, 0.96874, -1.12398)
C (0.72088, 0.65798, -0.28125)
C (0.71195, 1.01942, 1.22870)
H (-1.92263, 0.18484, -1.63597)
H (-1.66851, 1.98067, -2.39757)
H (1.38637, -0.14138, -0.61318)
H (-0.21377, 1.56382, 1.43830)
H (0.95638, 0.18631, 1.80804)
H (1.49716, 1.72126, 1.45438)
C (-0.54938, -2.38326, 0.26408)
C (0.50955, -2.42236, 0.80260)
H (-1.54195, -2.12995, -0.12318)
H (1.62445, -2.28523, 1.05529)

Computed properties:
Kohn-Sham gap   10.3 eV
SMILES string   C=C=CC.C#C
Largest force on an atom   0.0747 Eh/bohr
Energy   -6346.7835 eV
Relative energy (zero: lowest compared OMol25 entry of this formula, charge and spin)   386.0 kJ/mol